# 1
This record from OMol25 describes the molecule C5H7NO at a distorted geometry. The level of theory is ωB97M-V/def2-TZVPD.

## Properties
E = -324.5537 hartree
SMILES string = CCc1c/c1=N/O
Gap between HOMO and LUMO = 8.75 eV
Charge = 0
Relative energy (zero: lowest compared OMol25 entry of this formula, charge and spin) = 107.17 kcal/mol
Spin multiplicity = 1

Last column: natural (NBO) charge in e.
Element x y z (Å)
C1 2.29158 -0.00337 -0.01337  -0.596
C2 0.92754 -0.68488 -0.08203  -0.462
C3 -0.16196 0.28744 -0.04095  0.071
C4 -0.56636 1.56335 -0.01667  -0.164
C5 -1.57246 0.55332 0.02359  0.180
N1 -2.90952 0.24216 0.07294  -0.251
O1 -3.11414 -1.16535 0.06858  -0.600
H1 2.37188 0.58212 0.89950  0.210
H2 2.42482 0.66340 -0.86097  0.209
H3 3.08630 -0.74320 -0.02306  0.217
H4 0.79519 -1.38034 0.75245  0.241
H5 0.83136 -1.27301 -1.00055  0.242
H6 -0.34131 2.60201 -0.01369  0.234
H7 -4.06293 -1.24365 0.23422  0.469

---

# 2
This record from OMol25 describes a cluster of 2 separate species, C11H14N2O2 in total at a distorted geometry. The level of theory is ωB97M-V/def2-TZVPD.

## Properties
E = -687.4324 hartree
Gap between HOMO and LUMO (alpha / beta) = 7.26 / 6.73 eV
Charge = 0
Relative energy (zero: lowest compared OMol25 entry of this formula, charge and spin) = 57.70 kcal/mol
Spin multiplicity = 1

Last column: natural (NBO) charge in e.
Element x y z (Å)
C1 -0.12636 -1.32400 -2.43325  0.195
C2 -0.61190 -3.36125 -0.97098  -0.382
C3 -0.34436 -2.16171 -1.40455  -0.194
C4 -1.73142 0.78710 1.63364  0.619
C5 2.36782 -0.02386 0.01440  0.700
C6 -0.85190 1.75401 -0.57575  -0.419
C7 0.67074 1.67320 -0.76652  -0.216
C8 0.00861 -0.27971 0.31921  0.207
C9 -1.25893 0.49283 0.19970  -0.398
C10 -2.47063 -0.35573 2.27026  -0.725
C11 3.42155 0.86022 -0.59184  -0.716
N1 0.07464 -0.47923 -3.20673  -0.398
N2 1.07064 0.43634 -0.11831  -0.445
O1 -1.51625 1.83704 2.17666  -0.527
O2 2.59254 -1.06729 0.58798  -0.558
H1 -0.68322 -3.59092 0.08193  0.197
H2 -0.76650 -4.19997 -1.64448  0.195
H3 -1.12081 2.63672 0.00514  0.243
H4 -1.35708 1.79938 -1.53916  0.238
H5 0.93949 1.64847 -1.82410  0.234
H6 1.18119 2.51445 -0.29028  0.204
H7 0.18767 -1.06683 1.03069  0.243
H8 -2.04669 -0.07190 -0.30250  0.260
H9 -3.50727 -0.31711 1.93542  0.246
H10 -2.45783 -0.26261 3.35350  0.242
H11 -2.05521 -1.31213 1.96611  0.227
H12 3.22962 1.00041 -1.65304  0.243
H13 4.39144 0.38919 -0.45989  0.249
H14 3.42729 1.83441 -0.10628  0.233

---

# 3
This record from OMol25 describes the molecule CH2N2O2S2 at a distorted geometry. The level of theory is ωB97M-V/def2-TZVPD.

## Properties
E = -1095.6019 hartree
SMILES string = N#CSS(N)(=O)=O
Gap between HOMO and LUMO = 9.56 eV
Charge = 0
Relative energy (zero: lowest compared OMol25 entry of this formula, charge and spin) = 30.10 kcal/mol
Spin multiplicity = 1

Last column: natural (NBO) charge in e.
Element x y z (Å)
N1 3.02233 -0.11404 0.16532  -0.271
C1 2.16377 0.58929 0.06346  0.018
S1 0.74375 1.45933 -0.25942  0.015
S2 -0.33760 -0.54803 -0.14955  2.199
N2 -1.78808 0.07794 0.21458  -1.052
O1 -0.33356 -1.10483 -1.43689  -0.893
O2 0.12501 -1.36674 0.89896  -0.870
H1 -2.09623 0.59895 -0.63276  0.432
H2 -1.49939 0.40812 1.13631  0.422

---

# 4
This record from OMol25 describes a structure of composition CH4N2Si at a distorted geometry. The level of theory is ωB97M-V/def2-TZVPD.

## Properties
E = -439.1408 hartree
Expectation value of S² = 2.003
Gap between HOMO and LUMO (alpha / beta) = 7.18 / 5.23 eV
Charge = 0
Relative energy (zero: lowest compared OMol25 entry of this formula, charge and spin) = 97.23 kcal/mol
Spin multiplicity = 3

Last column: Mulliken spin population.
Element x y z (Å)
C1 -1.17072 0.05982 -0.44024  0.055
N1 -0.80415 0.85294 -1.47738  0.132
N2 -0.92901 1.49906 -0.12678  0.129
Si1 0.67192 1.46679 -0.85814  1.644
H1 -2.21436 -0.22787 -0.35007  0.031
H2 -0.50151 -0.80815 -0.20766  -0.003
H3 3.02707 -1.74489 1.72796  0.026
H4 1.92076 -1.09769 1.73232  -0.013

---

# 5
This record from OMol25 describes a structure of composition C11H19ClNO6PS2Yb at a distorted geometry. The level of theory is ωB97M-V/def2-TZVPD.

## Properties
E = -3692.4830 hartree
Gap between HOMO and LUMO = 5.55 eV
Charge = +2
Spin multiplicity = 1

Last column: natural (NBO) charge in e.
Element x y z (Å)
C1 1.68451 -3.26795 0.74485  -0.271
O1 2.70383 -2.63192 -0.03907  -0.546
C2 3.47305 -1.70256 0.70701  -0.078
C3 3.36452 -0.22671 0.15703  -0.391
C4 2.61062 0.79021 1.07376  -0.415
C5 1.81948 1.91229 0.25022  -0.408
C6 0.42558 2.29094 0.87465  -0.417
C7 -0.71396 2.38500 -0.23406  -0.430
C8 -2.10682 1.83148 0.20628  -0.422
C9 -2.31178 0.29554 -0.08835  -0.058
P1 -0.82731 -0.83742 0.16320  0.861
S1 0.30308 -0.76492 -1.45323  -0.689
O2 -3.13029 -0.08893 1.06370  -0.701
S2 -4.50899 -0.83373 0.56891  2.504
O3 -4.23514 -2.23022 0.64185  -0.877
O4 -5.70338 -0.49960 1.23732  -0.814
O5 -4.50066 -0.13180 -0.92164  -0.648
C10 -3.14726 -0.04245 -1.38162  0.499
Cl1 -2.90944 -1.71175 -2.08498  0.046
O6 -3.02759 0.94459 -2.39668  -0.465
C11 -2.79984 0.37257 -3.59772  0.496
N1 -2.43533 0.26340 -4.64825  -0.296
H1 1.35205 -2.67794 1.62475  0.175
H2 1.98221 -4.28994 1.05918  0.223
H3 0.78709 -3.39886 0.09893  0.208
H4 3.30203 -1.77027 1.79931  0.240
H5 4.53632 -2.02379 0.54574  0.186
H6 2.96077 -0.21574 -0.90215  0.035
H7 4.45221 0.17750 0.08838  0.154
H8 1.98138 0.28531 1.82762  0.235
H9 3.38946 1.36542 1.62341  0.253
H10 1.70345 1.61762 -0.82181  0.183
H11 2.46347 2.82246 0.23105  0.224
H12 0.53564 3.30854 1.30645  0.247
H13 0.15478 1.61523 1.71588  0.201
H14 -0.36787 1.94656 -1.18829  0.221
H15 -0.84212 3.47347 -0.42546  0.244
H16 -2.90548 2.43440 -0.27669  0.266
H17 -2.20134 2.03692 1.29450  0.256
H18 -0.12657 -0.50262 1.34945  0.012
H19 -1.28171 -2.17566 0.33932  0.076
Yb1 4.09736 -0.14466 -2.13277  1.882

---

# 6
This record from OMol25 describes a structure of composition C33H31AsBrIN5O7STi at a distorted geometry. The level of theory is ωB97M-V/def2-TZVPD.

## Properties
E = -8432.0234 hartree
Gap between HOMO and LUMO (alpha / beta) = 4.91 / 4.92 eV
Charge = -1
Relative energy (zero: lowest compared OMol25 entry of this formula, charge and spin) = 38.05 kcal/mol
Spin multiplicity = 1

Last column: Löwdin charge in e.
Element x y z (Å)
Ti1 -0.32089 0.51476 -0.18192  1.052
Br1 5.81924 3.52489 -2.84112  0.679
C1 4.22499 3.13903 -1.87867  -0.694
C2 3.35198 4.17722 -1.54357  -0.116
C3 2.19918 3.91455 -0.84811  -0.012
C4 1.82412 2.59599 -0.48924  -0.344
O1 0.68478 2.36645 0.07857  -0.164
C5 2.77275 1.56972 -0.77711  -0.129
C6 2.65622 0.26276 -0.19588  -0.035
N1 1.63724 -0.12819 0.48029  0.018
C7 1.62843 -1.36344 1.18516  -0.201
C8 1.07462 -2.49225 0.64259  -0.008
C9 0.86209 -3.63440 1.44138  -0.054
C10 1.18734 -3.63698 2.76695  -0.043
C11 1.78939 -2.49569 3.34444  -0.162
C12 2.14379 -2.42418 4.71032  -0.027
C13 2.72549 -1.29237 5.19671  -0.070
C14 2.96519 -0.22082 4.30691  -0.152
N2 2.64118 -0.23501 3.04376  0.134
C15 2.04372 -1.35411 2.55034  -0.170
C16 3.95181 1.85911 -1.47907  -0.085
H1 3.58921 5.19109 -1.83882  0.099
H2 1.52610 4.71913 -0.58473  0.104
H3 3.51622 -0.39899 -0.32119  0.147
H4 0.75093 -2.48437 -0.39041  0.095
H5 0.40173 -4.50439 0.99006  0.111
H6 0.98690 -4.49920 3.39222  0.107
H7 1.94119 -3.27303 5.35387  0.112
H8 3.00610 -1.20259 6.23799  0.094
H9 3.43928 0.68601 4.67318  0.101
H10 4.65097 1.05834 -1.68875  0.108
C17 -0.95529 -0.04697 4.08813  -0.085
C18 -0.55658 0.44873 2.87967  -0.134
N3 -0.86764 -0.14545 1.69471  -0.029
C19 -1.68516 -1.24872 1.75234  -0.177
C20 -2.11731 -1.82645 2.97845  -0.173
C21 -1.74238 -1.22344 4.15205  -0.049
C22 -2.93689 -3.01593 2.87555  -0.034
C23 -3.28310 -3.53186 1.68040  -0.034
C24 -2.85015 -2.93922 0.43420  -0.179
C25 -3.18310 -3.40063 -0.81291  -0.049
C26 -2.67637 -2.70930 -1.93684  -0.071
C27 -1.85364 -1.62804 -1.78642  -0.105
N4 -1.48129 -1.13468 -0.56735  -0.008
C28 -2.02171 -1.78489 0.52729  -0.176
H11 -0.65113 0.46516 4.99185  0.093
H12 0.08026 1.32335 2.81030  0.112
H13 -2.05086 -1.63559 5.10571  0.099
H14 -3.27539 -3.48563 3.79283  0.104
H15 -3.90362 -4.42050 1.63114  0.105
H16 -3.82205 -4.26858 -0.92853  0.099
H17 -2.92938 -3.02410 -2.94098  0.095
H18 -1.45433 -1.11192 -2.64773  0.085
C29 -3.96450 3.33571 -1.23154  -0.192
As1 -2.17834 3.31044 -0.54912  1.063
C30 -1.07014 4.35477 -1.71313  -0.193
C31 -2.17652 4.29398 1.10925  -0.203
O2 -1.89819 1.72737 -0.05992  -0.529
H19 -4.34786 4.35568 -1.25078  0.036
H20 -4.57408 2.71053 -0.58222  0.042
H21 -3.93071 2.91194 -2.23257  0.030
H22 -0.80835 5.27293 -1.18608  0.038
H23 -1.64868 4.56410 -2.61007  0.050
H24 -0.18912 3.80013 -2.02168  0.002
H25 -2.49713 5.32480 0.95834  0.031
H26 -1.15364 4.27141 1.48435  0.034
H27 -2.82901 3.79252 1.82156  0.036
O3 0.41437 2.40893 -3.63060  -0.336
S1 -0.58128 1.39216 -3.33048  0.317
O4 -0.72875 0.38160 -4.36648  -0.371
O5 -0.01416 0.61696 -2.08023  -0.453
O6 -1.87182 1.96460 -2.91296  -0.397
N5 0.49212 -3.45975 -4.72588  0.143
C32 1.06074 -2.54220 -3.90428  -0.626
O7 1.05206 -2.65186 -2.69439  0.039
C33 1.81945 -1.37265 -4.50135  -0.537
I1 1.63266 -1.03173 -6.59969  0.806
H28 -0.12673 -4.11432 -4.27568  0.104
H29 0.31232 -3.21690 -5.68581  0.010
H30 2.87917 -1.53177 -4.31950  0.050
H31 1.47198 -0.46378 -4.01910  0.021

---

# 7
This record from OMol25 describes the ion C6H8N2 with charge +2 at a distorted geometry. The level of theory is ωB97M-V/def2-TZVPD.

## Properties
E = -341.8447 hartree
Expectation value of S² = 2.035
Gap between HOMO and LUMO (alpha / beta) = 8.79 / 7.47 eV
Charge = +2
Relative energy (zero: lowest compared OMol25 entry of this formula, charge and spin) = 82.88 kcal/mol
Spin multiplicity = 3

Last column: Mulliken spin population.
Element x y z (Å)
C1 -2.28136 0.90870 -0.12627  -0.009
C2 -3.29572 1.46887 0.04903  1.054
C3 0.22493 0.41781 0.03561  0.906
C4 -1.34594 -1.29010 -0.01627  0.022
C5 -0.52362 -2.42561 -0.07241  0.004
C6 2.21406 1.73669 0.04709  0.043
N1 -1.03920 0.02358 0.00977  0.013
N2 0.85403 1.51577 -0.16452  -0.048
H1 -2.35699 -1.37716 0.00990  0.006
H2 0.60073 -2.32318 -0.39550  0.003
H3 -0.37089 -2.87158 0.93849  0.000
H4 -0.99415 -3.45085 -0.44769  0.000
H5 2.66626 2.79152 -0.22561  -0.003
H6 2.70949 0.80669 -0.30904  -0.009
H7 2.54742 1.75943 1.10348  -0.007
H8 0.39094 2.30942 -0.43607  0.024